(1)
Formula: C21H66O12
Source: the Open Molecules 2025 dataset
Level of theory: ωB97M-V/def2-TZVPD

```
99
Properties=species:S:1:pos:R:3
C 15.309 -18.793 17.175
C 14.776 -17.413 17.452
O 13.636 -17.118 16.714
H 15.602 -18.760 16.125
H 14.532 -19.555 17.111
H 16.210 -19.050 17.731
H 15.533 -16.645 17.294
H 14.606 -17.148 18.496
H 13.725 -16.163 16.709
C 11.769 -22.923 23.634
C 13.006 -22.708 24.560
O 12.640 -22.869 25.872
H 12.019 -22.633 22.614
H 10.914 -22.307 23.914
H 11.553 -23.981 23.481
H 13.586 -21.792 24.453
H 13.687 -23.503 24.256
H 13.452 -23.115 26.323
C 8.885 -22.080 19.409
C 8.698 -22.205 17.882
O 7.461 -21.631 17.542
H 8.118 -22.619 19.965
H 8.664 -21.097 19.826
H 9.878 -22.236 19.831
H 8.834 -23.246 17.587
H 9.466 -21.610 17.387
H 7.408 -21.304 16.641
C 16.748 -22.183 18.810
C 15.632 -22.875 19.559
O 14.570 -22.942 18.644
H 16.398 -21.204 18.482
H 17.113 -22.689 17.916
H 17.586 -22.019 19.488
H 15.319 -22.337 20.454
H 15.941 -23.873 19.871
H 14.158 -22.080 18.739
C 9.120 -18.512 22.087
C 8.748 -18.948 23.525
O 9.902 -19.644 24.041
H 8.263 -18.047 21.600
H 9.628 -19.259 21.479
H 9.785 -17.652 22.169
H 7.884 -19.613 23.509
H 8.518 -18.103 24.173
H 9.617 -20.548 24.192
C 10.034 -19.204 14.449
C 10.724 -20.521 14.736
O 9.922 -21.633 14.391
H 10.583 -18.303 14.724
H 9.070 -19.165 14.958
H 9.829 -19.049 13.390
H 10.971 -20.593 15.795
H 11.695 -20.559 14.242
H 10.557 -22.328 14.200
C 11.870 -24.683 16.695
C 11.787 -24.791 15.177
O 12.321 -23.585 14.586
H 12.607 -23.999 17.116
H 12.097 -25.581 17.269
H 10.904 -24.299 17.023
H 10.791 -25.031 14.805
H 12.472 -25.587 14.887
H 13.254 -23.488 14.793
C 9.347 -17.024 17.238
C 10.318 -17.988 17.942
O 11.426 -17.248 18.456
H 8.921 -16.208 17.821
H 8.419 -17.495 16.914
H 9.882 -16.536 16.423
H 10.607 -18.711 17.179
H 9.820 -18.401 18.819
H 12.154 -17.344 17.837
C 13.348 -25.964 21.546
C 12.772 -24.917 20.599
O 11.280 -25.053 20.605
H 14.410 -25.745 21.655
H 13.416 -26.977 21.149
H 12.820 -25.965 22.499
H 13.268 -25.029 19.635
H 12.982 -23.943 21.042
H 11.076 -25.980 20.463
C 16.652 -18.438 20.453
O 17.867 -18.278 21.171
H 15.863 -17.837 20.904
H 16.716 -17.930 19.491
H 16.183 -19.418 20.360
H 17.866 -18.941 21.865
C 12.181 -20.997 19.299
O 13.440 -20.345 19.128
H 12.212 -21.712 20.121
H 11.396 -20.308 19.613
H 11.877 -21.471 18.365
H 13.377 -19.431 19.415
C 13.219 -18.352 22.348
O 12.857 -18.285 20.983
H 12.448 -18.894 22.896
H 14.141 -18.910 22.508
H 13.113 -17.326 22.700
H 12.267 -17.568 20.740
```

As for the charge: +1. The value obtained for the total energy is -1741.99851 Ha. The HOMO energy (spin up / spin down) is -12.005 / -12.005 eV. Its energy relative to the best compared isomer or geometry (same formula, charge and spin) is 269.9 kJ/mol. Its spin multiplicity is 2.

***

(2)
Formula: C5H10O
Source: the Open Molecules 2025 dataset
Level of theory: ωB97M-V/def2-TZVPD

```
16
Properties=species:S:1:pos:R:3
C -0.354 -1.425 -0.430
C 0.433 -0.195 0.029
C 1.538 0.344 -0.875
C -0.713 0.889 0.249
C -1.184 0.677 1.613
O -1.467 1.717 2.182
H -0.704 -2.083 0.337
H 0.329 -2.010 -1.009
H -1.300 -1.118 -0.977
H 1.000 -0.492 0.975
H 2.464 -0.110 -0.520
H 1.523 -0.012 -2.010
H 1.707 1.384 -0.858
H -1.492 0.850 -0.464
H -0.344 1.894 -0.153
H -1.437 -0.310 1.910
```

The SMILES is CC(C)CC=O. The value obtained for the total energy is -271.67782 Ha. The HOMO energy is -9.417 eV. Its energy relative to the best compared isomer or geometry (same formula, charge and spin) is 196.4 kJ/mol.